[1]
A cluster of 11 separate species, C17H56O11 in total at a distorted geometry, computed with ωB97M-V/def2-TZVPD.

Cartesian coordinates (Å):
1 C 5.20 -10.00 -27.05
2 C 5.27 -11.56 -27.08
3 C 3.96 -12.20 -27.37
4 O 6.20 -11.99 -28.05
5 H 4.65 -9.52 -27.87
6 H 6.21 -9.61 -27.09
7 H 4.70 -9.67 -26.14
8 H 5.58 -11.91 -26.10
9 H 3.74 -12.25 -28.44
10 H 3.15 -11.67 -26.87
11 H 4.04 -13.23 -27.03
12 H 5.94 -11.64 -28.91
13 C 1.49 -5.78 -30.73
14 C 0.38 -5.56 -31.75
15 C -0.83 -4.92 -31.14
16 O 0.84 -4.78 -32.85
17 H 2.37 -6.28 -31.14
18 H 1.12 -6.44 -29.95
19 H 1.76 -4.89 -30.16
20 H 0.01 -6.46 -32.25
21 H -1.61 -4.61 -31.84
22 H -0.56 -4.13 -30.44
23 H -1.35 -5.53 -30.40
24 H 1.75 -5.00 -33.06
25 C 2.24 -7.73 -35.95
26 C 3.55 -7.01 -36.27
27 O 4.01 -6.28 -35.17
28 H 1.32 -7.16 -36.11
29 H 2.21 -8.08 -34.92
30 H 2.21 -8.58 -36.63
31 H 3.39 -6.26 -37.04
32 H 4.24 -7.78 -36.64
33 H 4.73 -5.74 -35.51
34 C 8.64 -8.89 -31.88
35 C 7.14 -8.86 -32.05
36 O 6.63 -10.14 -31.81
37 H 9.03 -7.88 -31.80
38 H 9.13 -9.41 -32.70
39 H 8.82 -9.41 -30.93
40 H 6.93 -8.62 -33.09
41 H 6.66 -8.13 -31.39
42 H 5.80 -10.29 -32.28
43 C -2.53 -3.50 -36.23
44 O -1.65 -2.51 -35.71
45 H -3.21 -3.13 -37.00
46 H -1.97 -4.33 -36.65
47 H -3.17 -3.81 -35.41
48 H -1.00 -2.97 -35.18
49 C -0.50 -3.72 -25.57
50 O 0.73 -4.27 -25.13
51 H -1.03 -4.24 -26.36
52 H -1.15 -3.82 -24.70
53 H -0.36 -2.68 -25.87
54 H 1.36 -3.60 -24.84
55 C 6.31 -3.96 -27.38
56 O 7.21 -2.93 -27.86
57 H 6.87 -4.88 -27.18
58 H 5.71 -3.73 -26.50
59 H 5.60 -4.15 -28.19
60 H 6.72 -2.29 -28.39
61 C -1.71 -10.82 -29.84
62 O -0.33 -10.77 -29.70
63 H -2.18 -11.07 -30.79
64 H -2.19 -11.46 -29.09
65 H -2.07 -9.83 -29.58
66 H -0.09 -10.43 -28.83
67 C -0.82 -9.08 -24.99
68 O 0.26 -8.63 -25.74
69 H -1.34 -9.89 -25.49
70 H -0.40 -9.48 -24.06
71 H -1.59 -8.31 -24.89
72 H 0.45 -7.75 -25.43
73 C -5.12 -0.36 -32.01
74 O -4.99 -0.60 -30.64
75 H -6.02 -0.89 -32.34
76 H -5.45 0.66 -32.22
77 H -4.28 -0.72 -32.61
78 H -4.63 0.15 -30.17
79 C 4.22 0.01 -30.95
80 O 5.49 0.06 -30.43
81 H 4.04 -0.98 -31.38
82 H 3.46 0.17 -30.19
83 H 4.11 0.77 -31.72
84 H 5.51 0.88 -29.94

HOMO level: -0.361 hartree
Relative energy (zero: lowest compared OMol25 entry of this formula, charge and spin): 3.6843 eV
HOMO-LUMO gap: 0.3653 Ha
E: -41053.756 eV
SMILES: CC(C)O.CC(C)O.CCO.CCO.CO.CO.CO.CO.CO.CO.CO
LUMO level: 0.13 eV
Charge: 0

---

[2]
A cluster of 14 separate species, C17H62N12O14 in total at a distorted geometry, computed with ωB97M-V/def2-TZVPD.

Cartesian coordinates (Å):
1 C 2.06 -3.61 1.05
2 C 0.68 -4.05 1.43
3 O -0.42 -3.28 0.96
4 H 2.81 -4.33 1.34
5 H 2.34 -2.59 1.28
6 H 2.09 -3.83 0.00
7 H 0.61 -4.10 2.51
8 H 0.48 -5.06 1.21
9 H -0.49 -3.47 0.00
10 C -3.04 3.41 -1.38
11 C -2.79 2.74 -2.72
12 O -3.34 1.44 -2.86
13 H -2.56 4.33 -1.26
14 H -2.72 2.85 -0.49
15 H -4.08 3.48 -1.43
16 H -1.68 2.61 -2.92
17 H -3.15 3.37 -3.51
18 H -3.34 1.28 -3.86
19 C -2.28 2.01 4.36
20 C -2.55 1.23 3.09
21 O -1.80 0.04 3.01
22 H -1.23 2.03 4.69
23 H -2.94 1.56 5.11
24 H -2.58 3.08 4.33
25 H -2.22 1.83 2.23
26 H -3.59 1.08 2.81
27 H -1.53 -0.07 2.07
28 C -1.77 -0.15 -5.18
29 O -2.79 0.13 -6.06
30 N -1.52 -1.35 -4.68
31 N -0.87 0.66 -4.80
32 H -2.14 -2.10 -4.73
33 H -0.87 -1.45 -3.84
34 H -1.06 1.63 -5.08
35 H -0.46 0.51 -3.84
36 C 0.07 -2.82 -2.60
37 O -0.59 -3.33 -1.54
38 N 0.39 -3.54 -3.60
39 N 0.24 -1.51 -2.67
40 H 0.27 -4.61 -3.58
41 H 0.67 -3.02 -4.48
42 H -0.24 -0.86 -1.96
43 H 0.91 -1.11 -3.30
44 C 3.21 3.58 0.06
45 O 4.56 3.75 -0.25
46 N 2.49 2.51 -0.09
47 N 2.52 4.57 0.50
48 H 3.00 1.64 -0.29
49 H 1.54 2.36 0.11
50 H 3.05 5.45 0.45
51 H 1.63 4.51 0.95
52 C 2.29 -2.66 4.36
53 O 1.98 -4.00 4.70
54 N 3.51 -2.25 4.17
55 N 1.50 -1.68 4.12
56 H 4.25 -3.03 4.09
57 H 3.71 -1.28 3.79
58 H 0.46 -1.87 4.18
59 H 1.61 -0.90 3.56
60 C -1.58 -3.20 4.46
61 O -2.28 -2.68 5.60
62 N -1.30 -4.49 4.34
63 N -1.12 -2.43 3.50
64 H -0.81 -5.01 3.55
65 H -1.50 -5.10 5.11
66 H -1.38 -1.46 3.44
67 H -0.69 -2.85 2.71
68 C -0.49 0.47 -0.09
69 O -0.13 1.81 0.04
70 N -1.28 0.01 -1.06
71 N -0.08 -0.47 0.72
72 H -1.69 0.70 -1.61
73 H -1.91 -0.82 -0.96
74 H 0.72 -0.23 1.35
75 H -0.21 -1.48 0.65
76 C 1.90 1.93 -3.21
77 O 0.70 1.45 -2.67
78 H 2.64 1.20 -2.94
79 H 2.19 2.88 -2.75
80 H 1.62 1.92 -4.24
81 H 0.75 1.73 -1.80
82 C 0.25 5.35 -1.39
83 O 1.49 5.34 -1.95
84 H -0.01 4.33 -1.26
85 H -0.40 6.01 -1.91
86 H 0.47 5.74 -0.37
87 H 1.99 4.97 -1.26
88 C -3.68 -2.08 -2.13
89 O -3.20 -2.01 -0.84
90 H -2.93 -2.37 -2.77
91 H -4.14 -1.14 -2.48
92 H -4.39 -2.96 -2.03
93 H -3.44 -2.84 -0.47
94 C 3.07 -0.42 -0.88
95 O 4.14 0.54 -1.01
96 H 2.31 -0.16 -0.19
97 H 3.44 -1.32 -0.50
98 H 2.52 -0.61 -1.84
99 H 4.75 0.20 -1.70
100 C 1.31 1.50 3.15
101 O 1.91 0.40 2.40
102 H 1.99 2.30 3.19
103 H 0.98 1.13 4.13
104 H 0.48 1.76 2.52
105 H 2.71 0.74 1.98

HOMO level: -0.306 hartree
Relative energy (zero: lowest compared OMol25 entry of this formula, charge and spin): 2.9608 eV
HOMO-LUMO gap: 0.2928 Ha
E: -65175.654 eV
LUMO level: -0.36 eV
Charge: 0

---

[3]
A cluster of 15 separate species, C17H64N10O15 in total at a distorted geometry, computed with ωB97M-V/def2-TZVPD.

Cartesian coordinates (Å):
1 C 5.06 -4.52 -1.53
2 C 3.82 -3.59 -1.62
3 O 3.82 -2.61 -0.57
4 H 4.87 -5.24 -2.32
5 H 5.08 -5.05 -0.56
6 H 6.09 -4.13 -1.75
7 H 2.89 -4.19 -1.59
8 H 3.87 -3.20 -2.63
9 H 3.39 -3.07 0.17
10 C -1.28 -1.47 4.42
11 C -1.12 -2.11 3.13
12 O -0.17 -1.34 2.42
13 H -0.37 -1.16 4.83
14 H -1.83 -2.13 5.16
15 H -1.96 -0.59 4.39
16 H -2.12 -2.15 2.62
17 H -0.78 -3.11 3.37
18 H 0.15 -1.80 1.66
19 C -2.12 3.92 -0.10
20 O -2.54 4.52 -1.24
21 N -1.84 4.57 0.97
22 N -1.96 2.68 0.15
23 H -1.81 5.57 1.00
24 H -1.55 4.04 1.77
25 H -2.21 1.99 -0.58
26 H -1.39 2.34 0.93
27 C -0.46 2.68 2.96
28 O 0.74 3.28 3.38
29 N -1.63 3.09 3.25
30 N -0.44 1.67 2.10
31 H -1.61 3.84 3.94
32 H -2.58 2.64 2.98
33 H 0.52 1.58 1.81
34 H -1.07 0.95 1.92
35 C 2.93 -0.24 2.76
36 O 2.73 -0.86 1.52
37 N 1.95 0.02 3.52
38 N 4.04 0.13 3.25
39 H 1.01 -0.27 3.28
40 H 2.05 0.45 4.42
41 H 4.67 0.19 2.45
42 H 4.03 0.92 3.89
43 C -3.87 1.04 2.28
44 O -3.09 0.02 1.71
45 N -4.60 0.82 3.31
46 N -3.85 2.30 1.93
47 H -4.42 -0.13 3.66
48 H -4.97 1.48 3.91
49 H -3.21 2.58 1.09
50 H -4.45 2.96 2.34
51 C 3.33 2.89 1.39
52 O 2.21 2.17 0.99
53 N 3.22 3.58 2.49
54 N 4.48 2.89 0.81
55 H 2.18 3.51 2.79
56 H 3.88 4.41 2.56
57 H 4.54 2.61 -0.22
58 H 5.27 3.47 1.13
59 C -0.05 -4.23 -1.15
60 O 0.51 -3.48 -2.19
61 H 0.66 -4.31 -0.31
62 H -0.21 -5.24 -1.53
63 H -1.06 -3.88 -0.85
64 H 0.87 -2.70 -1.77
65 C 3.62 -0.05 -2.80
66 O 4.43 -0.07 -1.61
67 H 3.96 -0.77 -3.50
68 H 3.79 0.94 -3.24
69 H 2.54 -0.18 -2.71
70 H 4.28 -0.89 -1.29
71 C -2.76 -1.53 -4.71
72 O -2.19 -1.68 -3.44
73 H -3.85 -1.58 -4.76
74 H -2.46 -2.37 -5.39
75 H -2.47 -0.68 -5.35
76 H -2.31 -2.60 -3.11
77 C -0.06 -0.40 -0.46
78 O 0.94 -1.40 -0.41
79 H 0.25 0.55 -0.03
80 H -0.93 -0.63 0.12
81 H -0.47 -0.31 -1.44
82 H 1.70 -1.04 0.04
83 C -4.00 0.91 -1.79
84 O -2.61 0.70 -1.99
85 H -4.26 1.98 -1.79
86 H -4.18 0.46 -0.83
87 H -4.60 0.52 -2.57
88 H -2.52 -0.17 -2.46
89 C 0.40 0.06 -4.81
90 O 0.39 -0.97 -3.90
91 H 1.22 0.64 -4.51
92 H -0.51 0.57 -4.71
93 H 0.46 -0.28 -5.84
94 H -0.52 -1.15 -3.67
95 C -3.31 -2.80 -0.26
96 O -4.60 -2.28 0.24
97 H -2.65 -1.96 -0.41
98 H -3.53 -3.47 -1.10
99 H -2.75 -3.47 0.35
100 H -4.32 -1.61 0.84
101 C 0.71 2.83 -2.09
102 O 1.78 2.05 -1.66
103 H -0.17 2.32 -1.73
104 H 0.62 2.86 -3.20
105 H 0.73 3.88 -1.68
106 H 1.97 2.10 -0.70

HOMO level: -0.313 hartree
Relative energy (zero: lowest compared OMol25 entry of this formula, charge and spin): 7.6289 eV
HOMO-LUMO gap: 0.3054 Ha
E: -64275.405 eV
LUMO level: -0.21 eV
Charge: 0